Entry 1:
35
Properties=species:S:1:pos:R:3:forces:R:3:mulliken_charge:R:1 method="wB97M-V/def2-TZVPD" charge=0 de_lowest_kj_mol=77.42 lumo_ev=-2.43 orbital_gap_ev=6.38 homo_energy_ev=-8.81
Cl 3.62823 1.75770 1.57830 -0.35 -0.54 0.03 -0.3089
B 2.83461 0.07880 1.62483 1.93 -0.33 0.03 0.7250
Cl 3.07612 -0.85620 0.01549 -0.35 0.31 0.44 -0.3045
Cl 3.56411 -0.97859 3.02684 -0.32 0.29 -0.43 -0.2826
O 1.40645 0.29651 1.86240 -2.66 -1.35 0.88 -0.4435
C 0.52800 -0.64911 2.09155 1.71 1.53 -3.98 -0.6218
C -0.85694 -0.36468 1.70038 0.14 0.07 0.98 0.7282
C -1.73565 -1.44870 1.55427 -0.10 0.20 0.24 -0.3128
C -3.08774 -1.22478 1.31113 0.22 0.23 -0.11 -0.7304
C -3.56326 0.09446 1.21842 1.16 -0.40 0.21 0.4231
Cl -5.23231 0.37169 0.99278 -0.25 0.07 -0.08 -0.1730
C -2.67779 1.17994 1.32064 0.26 -0.19 -0.09 -0.6630
C -1.32203 0.95654 1.54876 -0.36 -0.14 0.05 -0.3337
H 0.87438 -1.69273 2.05138 0.05 0.27 0.51 0.5211
H -1.32450 -2.45609 1.65035 -0.33 0.21 -0.01 0.3854
H -3.77311 -2.05562 1.19267 0.04 0.10 0.03 0.4214
H -3.06100 2.18893 1.21303 0.06 -0.12 0.03 0.4128
H -0.61941 1.78791 1.62215 -0.24 -0.24 0.04 0.4862
C 1.69353 -1.44711 7.21335 0.05 0.04 -0.12 -0.6098
C 0.85374 -2.49788 6.48886 -0.38 0.38 -0.05 -0.7689
C 0.78664 -2.24475 4.98464 0.70 -0.84 -1.09 -0.4939
N 0.53875 -0.88322 4.63401 -1.64 0.28 0.93 -0.1522
C 1.16717 0.18964 5.35236 0.87 0.89 -1.06 -0.4596
C 1.23452 -0.03324 6.85778 -0.47 -0.27 -0.06 -0.7836
H 1.60349 -1.59458 8.29304 0.14 -0.02 -0.07 0.3095
H 2.74638 -1.56694 6.93819 -0.01 -0.01 0.04 0.3015
H 1.24804 -3.50155 6.66100 -0.04 0.06 -0.04 0.3330
H -0.16961 -2.47060 6.87841 0.05 0.00 0.08 0.3382
H 1.72838 -2.57868 4.50786 -0.05 -0.16 0.29 0.2737
H -0.02603 -2.83004 4.52848 0.21 -0.14 0.24 0.2988
H 0.31372 -0.69680 3.64858 -0.19 -0.06 1.53 0.2104
H 2.18110 0.35924 4.94067 -0.11 0.05 0.36 0.2592
H 0.58000 1.09108 5.12096 0.25 -0.06 0.24 0.3368
H 0.23016 0.12950 7.26436 0.06 -0.04 0.09 0.3471
H 1.89601 0.71618 7.29807 -0.06 -0.04 -0.07 0.3305

Entry 2:
46
Properties=species:S:1:pos:R:3:forces:R:3:lowdin_spin:R:1 method="wB97M-V/def2-TZVPD" spin_multiplicity=4 charge=-1 de_lowest_kj_mol=0.00 lumo_ev="3.12 / 3.12" orbital_gap_ev="9.01 / 9.22" homo_energy_ev="-5.89 / -6.11"
Co 10.15900 9.13451 7.03479 0.08 -0.10 0.10 2.7042
C 8.14058 9.55162 9.11752 1.00 0.39 0.33 0.0099
O 6.81580 9.39417 8.68410 -0.38 -1.08 -0.78 0.0028
O 8.97734 10.05930 8.19975 0.57 -0.44 -0.65 0.0815
C 8.04983 10.66384 10.22804 -1.08 -0.03 -1.40 0.0026
F 7.60140 11.84329 9.66493 -0.53 -1.09 0.49 0.0004
F 7.22910 10.24011 11.19339 -0.81 0.35 0.48 0.0009
F 9.14836 11.04124 10.82704 1.68 -0.40 0.43 0.0000
C 6.67985 8.28353 7.75223 -1.19 -0.34 2.02 0.0000
C 5.20238 7.95032 7.62896 -1.09 1.95 -0.87 0.0001
H 4.62588 8.93078 7.45193 0.68 -1.36 0.46 0.0000
H 5.04228 7.38893 6.69490 0.01 -0.22 0.49 0.0000
H 4.78785 7.43736 8.51268 0.21 0.20 -0.45 0.0000
H 7.07871 7.34250 8.18267 0.78 0.63 -0.17 0.0000
H 7.08992 8.51755 6.80159 0.64 0.16 -0.66 -0.0003
H 8.48061 8.53732 9.49736 -0.15 0.96 0.31 0.0018
C 12.01062 7.22491 7.65962 0.49 -2.13 0.64 0.0087
O 10.74118 6.49655 7.64002 0.41 0.72 -0.92 0.0136
O 11.99313 8.48464 7.29336 -0.85 0.54 -0.01 0.0582
C 12.50977 7.01276 9.11561 -0.88 0.86 0.35 0.0014
F 11.67205 7.53692 10.04654 -0.04 0.22 -0.35 0.0001
F 12.69492 5.74848 9.52908 0.15 -0.48 -0.61 0.0004
F 13.66795 7.64513 9.23467 0.99 0.25 0.33 0.0003
C 10.76615 5.58188 6.54192 0.14 0.84 -1.41 0.0008
C 9.33931 5.36273 5.96852 2.71 -0.87 1.00 0.0001
H 9.64608 4.73623 5.11418 -1.26 -0.10 0.09 0.0000
H 8.75209 4.90349 6.75922 -0.40 -0.32 -0.42 0.0000
H 8.98071 6.32164 5.68593 -0.52 0.68 -0.46 -0.0001
H 11.27772 4.65665 6.91062 -0.48 0.42 -0.57 0.0004
H 11.37282 6.02981 5.61993 -0.94 -0.80 2.01 0.0001
H 12.67224 6.57332 7.03132 0.14 0.54 0.38 0.0016
C 9.36541 9.72613 4.64420 0.00 -0.65 -2.42 0.0077
O 9.93910 10.76670 5.38976 -0.30 -0.06 0.98 0.0222
O 9.48622 8.55883 5.28844 -0.74 0.33 0.59 0.0735
C 7.86830 10.11401 4.26193 1.31 0.68 -0.60 0.0015
F 7.28046 9.20057 3.47890 -0.03 -0.50 0.35 0.0005
F 7.16327 10.31856 5.34741 -0.80 0.03 0.44 -0.0001
F 7.78111 11.27379 3.49259 0.52 -0.50 0.76 0.0005
C 10.76251 11.76741 4.82310 1.34 -0.90 0.97 0.0021
C 11.79304 12.15058 5.89732 -0.18 0.20 0.57 0.0002
H 11.43620 11.80510 6.85887 -0.35 -0.18 0.28 0.0001
H 12.78116 11.66896 5.81209 -0.39 0.39 -0.42 0.0000
H 11.85330 13.23240 6.04274 0.38 -0.05 -0.37 0.0000
H 10.14236 12.58314 4.54163 -0.34 0.80 -0.51 0.0005
H 11.34713 11.35063 4.01168 -0.35 -0.03 -0.72 0.0002
H 9.89370 9.63226 3.67065 -0.13 0.48 -0.09 0.0016

Entry 3:
88
Properties=species:S:1:pos:R:3:forces:R:3:mulliken_charge:R:1 method="wB97M-V/def2-TZVPD" charge=-2 de_lowest_kj_mol=194.01 lumo_ev=3.87 orbital_gap_ev=7.20 homo_energy_ev=-3.33
Cd 0.28177 -0.67149 0.67913 -0.20 -0.41 0.14 4.9258
O 0.18281 -3.54745 -2.73418 0.09 0.11 0.17 -0.8771
C -0.10401 -2.87681 -1.71848 -0.04 -0.01 0.06 -0.2221
N 0.69618 -2.23496 -0.88493 0.32 0.12 -0.35 -0.1791
C 2.09440 -2.21738 -1.29264 -0.19 0.07 0.06 -1.0086
C 3.04807 -2.39719 -0.14470 0.02 0.00 0.05 0.7088
C 4.40875 -2.13334 -0.32487 0.01 0.02 0.02 -0.9052
C 5.25831 -2.26388 0.75287 0.00 -0.01 0.04 -0.3071
C 4.73159 -2.62733 1.98905 0.05 0.01 -0.05 -0.8735
C 3.37337 -2.86297 2.07545 -0.06 -0.03 -0.09 -0.2849
N 2.55265 -2.78064 1.02273 0.06 -0.02 0.08 -0.0247
C -1.57592 -2.82081 -1.35994 -0.04 0.12 0.10 0.0978
C -2.42934 -3.79655 -1.87589 -0.10 -0.01 0.06 -0.5428
C -3.76426 -3.76159 -1.52632 0.00 0.01 0.01 -0.5019
C -4.21423 -2.75354 -0.67777 0.03 -0.01 -0.03 -1.2352
C -3.29704 -1.82084 -0.22946 -0.02 -0.08 -0.15 -0.1695
N -2.00614 -1.84454 -0.56654 -0.16 -0.14 -0.22 0.4236
H 2.30713 -1.25033 -1.76229 0.01 0.02 -0.04 -0.1588
H 2.28807 -2.98279 -2.04261 -0.04 -0.16 -0.11 0.5406
H 4.76967 -1.80394 -1.29298 -0.02 -0.01 0.03 0.3878
H 6.31657 -2.05653 0.64461 0.01 0.01 0.00 0.3673
H 5.35348 -2.68853 2.87241 -0.02 0.00 0.00 0.3963
H 2.90336 -3.07636 3.02815 0.04 0.00 -0.03 0.5199
H -2.01113 -4.54662 -2.53083 0.02 0.02 -0.02 0.5234
H -4.45360 -4.50514 -1.91006 0.00 -0.01 0.01 0.4011
H -5.25205 -2.68360 -0.37826 0.01 -0.01 0.00 0.4268
H -3.60358 -1.01862 0.43622 -0.01 -0.11 -0.09 0.4952
O -1.85901 6.08244 -0.93224 -0.07 -0.07 -0.17 -0.7448
C -2.21042 5.04731 -1.52594 0.05 0.14 0.09 0.4341
O -2.88129 4.89637 -2.57499 -0.09 0.21 0.15 -0.7421
C -1.75057 3.72588 -0.88785 0.01 -0.13 0.13 0.4162
C -2.51365 2.57611 -1.06456 0.02 0.01 0.03 -0.9823
C -2.07270 1.38383 -0.53278 0.01 -0.12 0.08 -1.0453
N -0.90742 1.26040 0.10658 0.06 0.22 0.21 1.0267
C -0.15851 2.35956 0.28646 -0.09 -0.12 -0.13 0.5297
C -0.57215 3.60669 -0.16042 -0.06 0.06 -0.06 -1.1937
C 1.23935 2.18220 0.89865 0.00 -0.25 -0.13 0.3033
O 1.80357 3.19091 1.31057 0.07 0.02 0.00 -0.8621
O 1.70946 0.99463 0.85976 -0.03 0.26 0.23 -0.9538
H -3.42346 2.62654 -1.64906 0.00 0.02 0.03 0.3808
H -2.63703 0.46727 -0.66797 0.09 0.19 0.03 0.2659
H 0.04897 4.47013 0.02877 -0.01 0.00 -0.01 0.6129
C -0.72362 -3.85049 2.00179 0.00 0.09 0.03 -1.0892
C -1.65608 -2.80444 2.50837 0.05 -0.09 0.05 0.0159
N -1.67381 -1.54213 2.17204 0.08 0.34 0.17 0.6088
C -2.70255 -0.95244 2.87380 0.09 -0.07 -0.02 -0.8061
C -3.32682 -1.88128 3.64563 0.08 -0.08 -0.05 -1.0787
N -2.65199 -3.06158 3.39962 -0.07 0.02 0.07 0.0172
H 0.19118 -3.39294 1.61792 -0.04 -0.01 0.02 -0.0300
H -1.19022 -4.42615 1.19767 0.01 0.01 -0.01 0.2361
H -0.44485 -4.53536 2.80580 -0.01 0.01 -0.01 0.5216
H -2.91591 0.10213 2.78884 0.02 -0.03 0.00 0.5484
H -4.14801 -1.81488 4.33738 0.02 -0.01 -0.01 0.4285
H -2.81882 -3.94720 3.84045 0.00 0.00 -0.01 0.1949
C 2.63866 2.32684 -2.43538 -0.04 0.07 -0.06 -0.7935
N 1.62512 2.35518 -3.48220 0.13 -0.22 0.06 0.2020
C 2.19441 2.33585 -4.81934 -0.07 0.06 0.04 -1.2741
C 0.56901 1.45130 -3.27971 -0.33 0.33 0.12 0.4489
N 0.66350 0.55703 -2.37676 0.12 -0.17 -0.21 0.2899
N -0.52824 1.67155 -4.11658 0.27 -0.18 -0.08 0.1786
C -1.01766 3.04366 -4.25919 -0.08 -0.06 0.07 -1.3251
C -1.58736 0.68722 -4.05517 0.01 0.03 -0.01 -1.0579
H 3.37405 3.10162 -2.65900 0.00 0.01 0.01 0.2958
H 3.13969 1.35526 -2.35803 0.02 -0.01 -0.04 0.2706
H 2.18913 2.54227 -1.46982 0.01 -0.03 -0.03 0.1404
H 2.84893 1.46343 -4.96931 0.00 -0.01 0.00 0.3370
H 2.78718 3.23896 -4.97701 0.01 0.01 0.00 0.3842
H 1.40152 2.30278 -5.56393 0.00 0.01 0.02 0.3948
H -0.21152 0.05583 -2.26038 0.01 0.01 0.07 -0.8479
H -0.18832 3.73978 -4.18051 0.00 0.01 -0.01 0.3298
H -1.74722 3.30040 -3.48052 0.08 0.01 -0.29 0.4488
H -1.49384 3.16326 -5.23637 0.00 -0.01 -0.01 0.3333
H -2.18974 0.77674 -3.14089 0.00 -0.03 -0.07 0.2234
H -1.17489 -0.32129 -4.10907 0.02 0.00 0.00 0.4342
H -2.24826 0.83122 -4.91164 -0.01 0.03 0.00 0.2760
Br 1.92538 3.53708 7.16428 -0.02 -0.01 -0.02 -0.2661
C 1.11026 2.54305 5.75353 0.00 0.04 0.04 0.1551
C -0.04586 3.03113 5.16964 -0.04 -0.09 -0.11 -0.5299
N -0.66233 2.38013 4.18692 0.10 0.00 0.07 -0.5916
C -0.11406 1.24007 3.76396 -0.11 0.08 -0.09 0.2503
C 1.03161 0.67308 4.30209 -0.07 0.05 0.07 0.4430
C 1.65711 1.34740 5.33786 0.06 0.05 -0.01 -0.8534
C 1.55450 -0.68812 3.86472 0.14 -0.19 -0.10 -0.0850
O 2.41934 -1.19852 4.59513 -0.09 -0.01 -0.01 -0.8282
O 1.03488 -1.20502 2.83624 -0.09 0.11 0.15 -0.5353
H -0.48496 3.96470 5.50094 0.00 0.01 0.00 0.3711
H -0.62313 0.73745 2.95149 0.02 0.00 0.03 0.2881
H 2.54460 0.91895 5.78184 0.00 -0.01 0.01 0.5561

Entry 4:
8
Properties=species:S:1:pos:R:3:forces:R:3:mulliken_charge:R:1 method="wB97M-V/def2-TZVPD" charge=0 de_lowest_kj_mol=101.09 lumo_ev=-1.67 orbital_gap_ev=7.42 homo_energy_ev=-9.09 smiles="O=C(S)C(=S)S"
O -0.40600 -1.97542 -0.26319 -0.36 -1.85 -0.50 -0.4523
C -0.71538 -0.83843 -0.18774 1.13 2.18 0.93 0.4923
S -2.33276 -0.18249 0.00734 -0.20 2.01 1.71 -0.2210
C 0.44651 0.19240 -0.15004 0.04 2.61 0.31 0.1691
S 0.10764 1.84650 -0.17591 1.32 -2.13 -0.10 -0.2038
S 2.01599 -0.60028 0.05281 -1.18 -0.46 -0.28 -0.1215
H -1.97083 1.13790 0.80407 -0.52 -3.00 -2.07 0.1772
H 2.85482 0.41981 -0.08735 -0.23 0.64 0.00 0.1601

Entry 5:
21
Properties=species:S:1:pos:R:3:forces:R:3:lowdin_spin:R:1 method="wB97M-V/def2-TZVPD" spin_multiplicity=3 charge=0 de_lowest_kj_mol=146.36 lumo_ev="0.67 / -2.96" orbital_gap_ev="5.18 / 6.91" homo_energy_ev="-4.51 / -9.87"
C 1.04767 -0.41534 -1.62530 -0.52 -0.16 -0.50 0.0376
C 0.33107 1.33433 0.02792 -0.20 -0.23 1.51 0.0112
C -0.91483 0.47664 -0.23662 -0.42 2.12 1.07 0.0660
C 0.43884 -0.11096 -0.38696 0.30 1.82 -1.27 0.2467
C 0.78215 1.76939 1.43499 1.95 -4.12 0.27 0.0279
C -1.99275 1.03094 -1.20353 -0.15 -1.89 0.18 0.0169
C 0.67329 -2.76437 0.15448 1.12 -1.07 -1.56 0.1720
N 1.50438 -0.78989 -2.61265 0.33 -0.04 -0.24 0.0356
P 1.20740 -1.28858 0.96192 -1.39 -0.81 2.87 1.1799
H 0.55507 2.08742 -0.69703 0.02 0.09 -0.66 0.0015
H -1.34688 0.13410 0.73481 0.00 0.21 -0.72 0.0116
H 0.35691 1.17362 2.24619 -0.79 0.21 -0.18 0.0041
H 0.72910 2.75355 1.68974 -0.62 2.86 0.24 0.0005
H 1.86946 1.48379 1.68341 -0.97 0.48 -1.04 0.0119
H -1.75933 1.74340 -2.01345 0.62 -0.98 0.11 0.0006
H -2.66801 1.59697 -0.60473 -0.50 0.50 0.86 0.0037
H -2.61160 0.14824 -1.49481 0.43 0.82 -0.59 0.0007
H 0.60184 -3.53614 0.89749 -0.16 -0.55 -0.05 0.0168
H 1.35734 -3.04378 -0.69471 -0.52 0.07 0.91 0.0091
H -0.28019 -2.55109 -0.34046 -0.10 0.08 0.18 0.0285
H 0.11906 -1.23225 2.07929 1.55 0.60 -1.37 0.1172

Entry 6:
47
Properties=species:S:1:pos:R:3:forces:R:3:mulliken_charge:R:1 method="wB97M-V/def2-TZVPD" charge=0 de_lowest_kj_mol=231.87 lumo_ev=0.47 orbital_gap_ev=9.46 homo_energy_ev=-8.99 smiles="COC(=O)c1cc(S(=O)(=O)Nc2cc(S(=O)(=O)N(C)C)ccc2C)oc1C"
C -4.05580 -2.18054 -4.23462 -0.22 0.12 -0.34 -0.6993
O -2.94669 -2.15954 -3.34551 0.21 -0.08 0.26 -0.2608
C -1.97088 -1.29376 -3.65596 -0.10 0.02 -0.08 0.1257
O -2.00588 -0.57541 -4.62368 0.05 -0.03 0.04 -0.6217
C -0.85870 -1.31480 -2.69634 0.38 -0.15 0.57 0.7982
C 0.34149 -0.56685 -2.88096 0.26 -0.12 0.31 -0.8429
C 1.11160 -0.83049 -1.79503 0.45 0.40 -0.31 0.0075
S 2.67875 -0.18444 -1.26082 -0.05 0.49 -0.38 1.1660
O 3.55876 -0.07038 -2.37926 -0.28 0.11 -0.14 -0.7072
O 3.10140 -0.88926 -0.09437 -0.42 0.00 0.02 -0.5737
N 2.31494 1.39731 -0.86317 0.55 -0.47 -0.36 -0.2024
C 1.37941 1.77787 0.08457 -0.58 -0.13 0.74 -0.1763
C 0.79854 0.80454 0.89004 0.05 0.09 -0.04 -0.0119
C -0.13092 1.16296 1.84264 -0.24 -0.35 0.32 0.2416
S -0.85428 -0.14970 2.82847 -0.20 -0.14 0.18 1.2085
O -1.76559 0.44404 3.76114 0.27 0.29 0.01 -0.7436
O -1.36101 -1.15958 1.93921 0.41 0.09 0.00 -0.7365
N 0.38386 -0.82893 3.70490 -0.85 0.36 -0.55 0.0429
C 1.04271 0.09817 4.58819 0.09 0.35 0.32 -0.8972
C 1.23399 -1.78734 3.04100 0.12 -0.31 -0.30 -0.8881
C -0.49730 2.47898 2.02975 -0.12 0.00 0.18 -0.6518
C 0.08464 3.44893 1.22807 0.04 -0.21 -0.03 -0.8424
C 1.01696 3.12494 0.25258 0.08 -0.08 -0.09 1.0615
C 1.62917 4.18951 -0.60823 -0.04 -0.13 0.08 -1.6982
O 0.47364 -1.67468 -0.95549 -0.08 -0.38 0.47 -0.2136
C -0.71983 -1.97348 -1.48885 -0.53 0.21 -0.76 0.6530
C -1.61370 -2.85561 -0.71129 0.15 0.04 0.27 -0.9328
H -4.54633 -1.20538 -4.25191 0.02 -0.10 -0.01 0.3151
H -3.72632 -2.42530 -5.24624 -0.06 0.01 0.09 0.2976
H -4.73228 -2.94244 -3.85663 0.04 0.03 0.00 0.2309
H 0.57748 0.05435 -3.71910 0.08 0.19 -0.18 0.5824
H 2.61338 2.07764 -1.54036 0.13 -0.07 -0.21 0.2716
H 1.07352 -0.22758 0.78123 -0.01 -0.13 0.04 -0.0453
H 1.80353 0.69539 4.06913 0.01 -0.03 0.02 0.3082
H 1.51710 -0.45147 5.40149 -0.02 0.01 -0.01 0.3290
H 0.27876 0.75533 4.99673 0.17 0.09 0.19 0.3271
H 0.62152 -2.31668 2.31587 0.18 -0.17 -0.04 0.2471
H 2.08548 -1.32109 2.53284 0.01 0.01 0.02 0.3377
H 1.60911 -2.49869 3.77873 -0.01 0.03 -0.02 0.3592
H -1.22795 2.72105 2.78367 -0.08 0.10 0.08 0.5827
H -0.19466 4.48373 1.35984 -0.01 0.10 -0.01 0.3522
H 1.38400 4.02618 -1.65796 0.01 0.05 -0.13 0.3748
H 1.25632 5.16867 -0.32099 0.02 0.06 -0.04 0.3931
H 2.71396 4.19046 -0.50659 0.12 0.07 -0.04 0.3828
H -1.15370 -3.83380 -0.58011 0.02 -0.11 -0.02 0.3120
H -2.56594 -2.96428 -1.21623 0.03 -0.02 -0.01 0.2845
H -1.75627 -2.41859 0.27959 -0.06 -0.10 -0.11 0.1525